Entry 1:
This record from OMol25 describes an isolated ion of composition C15H17ClF6NO3 and charge +1. The level of theory is ωB97M-V with the def2-TZVPD basis set.

Cartesian coordinates (Å):
H (-0.903, -1.927, -2.037)
H (-1.832, -1.821, 1.968)
F (-0.906, 3.580, -1.684)
F (1.056, 1.264, -2.231)
H (2.226, -0.499, -0.265)
C (0.043, 1.154, 1.297)
H (-3.759, -1.209, -1.532)
C (1.217, 1.889, 2.098)
H (-2.376, -3.412, 0.317)
H (1.849, 0.116, 3.477)
C (2.518, -0.986, 0.748)
C (1.298, 2.558, -1.665)
H (4.110, -0.351, 2.172)
O (-3.110, 1.928, -2.367)
F (1.582, 3.505, -2.688)
H (1.589, -1.428, 1.253)
C (-0.529, 1.643, -0.085)
H (0.713, 2.382, 3.013)
C (-1.642, 0.717, -0.708)
O (-2.025, 0.072, -3.221)
H (-0.115, -0.331, 2.872)
C (-0.007, 2.964, -0.789)
F (0.366, 4.004, 0.135)
C (-1.512, -0.885, 1.389)
C (-3.264, -1.571, -0.568)
H (1.833, 2.616, 1.473)
H (-3.091, -3.729, -1.434)
N (-0.487, -0.044, 1.943)
H (3.159, -2.371, -0.484)
H (-0.278, -2.599, -0.431)
H (3.017, 1.522, 3.346)
Cl (-3.410, 0.080, -4.226)
C (3.239, 0.159, 1.608)
C (-2.317, 0.994, -2.132)
C (-0.993, -2.809, -1.314)
C (-2.513, -3.015, -0.761)
O (3.478, -2.039, 0.392)
C (2.308, 0.845, 2.730)
C (-2.165, -0.578, 0.026)
H (3.715, 0.940, 0.905)
H (-4.037, -1.732, 0.278)
F (-0.521, -4.043, -1.926)
F (2.476, 2.446, -0.894)

Summary:
2S+1: 1
Molecular weight: 408.7 g mol⁻¹
Frontier orbital gap: 7.68 eV
Net charge: +1
Relative energy (zero: lowest compared OMol25 entry of this formula, charge and spin): 680.6 kJ/mol
SMILES: O=C(OCl)c1c(CCCF)c[nH+]c(CCCCO)c1C(F)(F)C(F)(F)F

These are the Löwdin partial charges, in e, on atoms 1 to 6: atom 1 (H): 0.113, atom 2 (H): 0.160, atom 3 (F): 0.108, atom 4 (F): 0.077, atom 5 (H): 0.118, atom 6 (C): -0.017

***

Entry 2:
This record from OMol25 describes a 2-piece molecular cluster, C13H18N overall. The level of theory is ωB97M-V with the def2-TZVPD basis set.

Cartesian coordinates (Å):
H (3.346, 1.359, 0.888)
H (-3.508, -1.573, 0.322)
C (3.359, 1.767, 1.900)
H (-3.723, -2.402, -3.310)
H (-1.401, -2.427, -3.276)
C (1.163, -1.504, 0.530)
C (3.471, 3.294, 1.852)
H (4.228, 1.342, 2.405)
H (1.724, -0.664, 0.127)
H (-4.439, -3.016, -1.799)
H (2.477, 5.025, 1.019)
C (-0.166, -2.007, -1.553)
N (1.205, 1.013, 3.161)
C (-1.368, -1.533, 0.476)
H (-3.996, -0.034, -2.047)
C (-3.906, -2.176, -2.255)
H (0.758, -2.133, -2.103)
C (-1.373, -2.183, -2.226)
H (2.315, 3.568, 0.037)
H (4.430, 3.551, 1.397)
C (-2.587, -2.028, -1.558)
H (-1.346, -1.274, 1.524)
H (1.372, 3.746, 1.518)
H (1.747, -2.417, 0.427)
H (0.974, -1.332, 1.584)
C (-4.724, -0.849, -2.125)
H (-5.289, -0.685, -3.052)
C (-0.156, -1.682, -0.197)
C (2.155, 1.327, 2.600)
H (3.485, 3.692, 2.869)
C (2.342, 3.944, 1.061)
C (-2.573, -1.709, -0.196)

Summary:
2S+1: 1
Molecular weight: 188.3 g mol⁻¹
Frontier orbital gap: 3.20 eV
Net charge: -1

These are the Löwdin partial charges, in e, on atoms 1 to 6: atom 1 (H): 0.114, atom 2 (H): 0.092, atom 3 (C): -0.196, atom 4 (H): 0.065, atom 5 (H): 0.094, atom 6 (C): -0.078

***

Entry 3:
This record from OMol25 describes C26H50Br2FINbO9 as an isolated structure. The level of theory is ωB97M-V with the def2-TZVPD basis set.

Cartesian coordinates (Å):
C (0.525, 0.317, 1.667)
H (-0.734, -5.062, 2.855)
C (-2.688, -0.722, -7.884)
C (2.251, -2.794, -2.540)
H (5.100, 0.954, 4.389)
H (0.374, 0.101, -1.435)
Nb (0.783, -1.100, -0.101)
H (-4.180, 3.230, -0.321)
H (-0.524, 0.188, 6.607)
O (-1.492, -1.122, 5.414)
H (3.204, -3.759, -4.224)
C (-1.566, 1.448, -6.058)
I (-2.034, -1.269, -0.125)
H (-3.403, -0.954, 4.664)
C (-0.243, 4.202, 2.128)
H (-2.176, 0.713, 6.143)
O (-2.139, 3.182, -0.614)
H (1.963, -2.567, -4.654)
O (-2.659, 1.488, -6.834)
H (0.446, -5.165, 0.945)
H (1.922, 1.693, -1.722)
H (-3.571, 5.478, -1.198)
O (-2.661, 4.584, 1.084)
H (-1.866, -1.115, -7.290)
C (-1.017, -4.212, 2.218)
H (-3.631, -0.952, -7.387)
H (-3.157, -2.677, 2.986)
O (-0.520, 0.927, -6.352)
H (-2.047, -4.409, 1.892)
H (3.126, 2.847, -1.084)
H (0.144, 2.462, -4.391)
H (-2.569, -3.343, 4.531)
H (3.130, -0.529, 5.620)
C (-1.029, -2.936, 3.071)
H (-2.681, -1.216, -8.857)
H (1.786, 2.269, -0.072)
H (-0.262, -3.005, 3.856)
H (-0.756, -2.091, 2.430)
C (-2.391, -1.220, 4.317)
C (-2.354, -2.613, 3.735)
H (-2.109, -0.494, 3.535)
C (3.135, 1.515, 3.969)
H (3.462, -1.598, 4.254)
H (0.388, -1.823, -2.748)
H (-0.847, 0.795, 4.954)
C (4.217, 0.452, 3.982)
Br (4.148, -1.669, 0.575)
C (-2.544, 0.771, -8.076)
H (-4.660, 4.649, -2.323)
C (-1.256, 0.217, 5.796)
H (4.755, -1.154, 5.363)
C (1.562, 0.128, 2.764)
H (-0.488, 0.271, 2.082)
H (0.330, -3.325, -1.833)
C (3.340, 0.830, -0.347)
H (4.431, 0.142, 2.954)
H (-3.354, 1.175, -8.681)
H (-0.191, 5.285, 2.018)
C (2.227, -3.356, -3.941)
H (-0.679, -4.155, 0.066)
F (2.839, -3.793, -1.707)
H (1.480, -4.156, -4.015)
H (0.623, 1.337, 1.281)
H (1.247, -2.820, 2.004)
H (1.871, -3.414, 0.459)
Br (5.176, 1.336, -0.163)
C (0.907, -2.392, -1.964)
H (0.734, 3.781, 2.349)
O (2.223, 1.411, 2.980)
C (3.867, -0.773, 4.846)
H (2.952, -1.945, -2.493)
C (-3.470, 3.328, -1.142)
H (-0.947, 3.954, 2.920)
C (2.907, -0.387, -0.047)
O (3.099, 2.440, 4.728)
H (1.122, -0.209, 3.711)
C (-3.663, 4.634, -1.879)
H (-1.592, 1.021, -8.542)
C (0.961, -3.060, 0.966)
C (-0.073, -4.198, 0.980)
O (-0.647, 3.590, 0.894)
H (-0.613, 1.072, -3.571)
H (-1.113, 2.718, -3.149)
O (-1.835, 2.088, -4.929)
H (2.342, -0.595, 2.488)
H (-2.936, 4.739, -2.685)
C (-1.890, 3.857, 0.507)
H (-3.574, 2.468, -1.802)
C (-0.776, 2.078, -3.954)
C (2.505, 1.987, -0.843)

Summary:
2S+1: 1
Molecular weight: 905.3 g mol⁻¹
Frontier orbital gap: 6.79 eV
Net charge: -1

These are the Löwdin partial charges, in e, on atoms 1 to 6: atom 1 (C): -0.344, atom 2 (H): 0.101, atom 3 (C): -0.066, atom 4 (C): -0.490, atom 5 (H): 0.117, atom 6 (H): -0.078

***

Entry 4:
This record from OMol25 describes C30H45B2F4IN4O4RbSb as an isolated structure. The level of theory is ωB97M-V with the def2-TZVPD basis set.

Cartesian coordinates (Å):
O (-1.841, 1.651, 0.044)
H (2.314, -5.066, -1.992)
H (-1.089, -0.499, 3.379)
H (-0.761, -2.094, -2.623)
C (4.955, -2.278, -1.225)
F (-1.613, 3.644, 1.299)
C (7.374, -2.994, -0.031)
C (1.906, 2.603, 1.980)
H (-4.382, 0.770, 2.891)
C (-5.543, -1.318, 0.396)
C (-1.812, -1.306, 3.519)
O (2.377, 3.094, -2.828)
N (2.992, 2.934, -0.045)
C (-2.887, -3.046, -1.259)
H (-0.271, -2.159, -0.926)
N (0.844, 2.418, 1.292)
H (-1.736, 4.676, -1.060)
H (3.888, 4.639, 2.490)
H (-2.744, -0.853, 3.858)
H (-3.994, -2.838, 2.767)
C (3.093, 3.113, 1.211)
H (6.657, -5.001, -0.044)
H (7.844, -0.884, -0.105)
H (-0.722, -3.376, 0.965)
Rb (1.866, 0.513, -0.694)
C (-4.972, 1.121, 0.214)
H (0.848, 3.617, -4.563)
C (-2.099, 3.808, -1.614)
H (-4.877, -0.931, 2.999)
C (5.924, -1.285, -0.919)
H (-4.744, 1.066, -0.851)
H (-4.191, -0.771, -2.160)
H (-1.446, -1.961, 4.317)
H (8.321, -3.251, 0.426)
C (-4.677, -0.187, 0.949)
C (-4.991, -0.005, 2.434)
H (-3.939, -3.111, -0.984)
C (-3.113, -0.773, -2.316)
N (-0.867, 1.755, -0.983)
H (2.454, 3.243, 3.941)
C (-1.993, -2.132, 2.245)
C (-0.092, 3.637, -4.017)
H (-6.041, 1.339, 0.316)
C (5.216, -3.638, -0.896)
C (7.107, -1.641, -0.339)
H (-0.282, -3.352, 2.671)
C (3.046, -4.297, -1.778)
H (-4.413, 1.950, 0.642)
H (-2.761, 0.260, -2.328)
H (2.717, 1.533, 3.650)
C (3.722, -2.042, -1.842)
C (-0.881, -1.611, -1.647)
C (2.033, 2.363, 3.454)
C (4.234, 3.777, 1.915)
H (-2.676, -3.911, 3.221)
H (-3.191, -3.820, 1.536)
Sb (-2.550, -0.653, 0.686)
H (4.960, 4.111, 1.180)
C (-0.650, -2.734, 1.845)
H (-2.382, 4.136, -2.614)
H (1.064, 2.137, 3.887)
C (-3.032, -3.229, 2.440)
B (-1.486, 2.279, 1.408)
H (1.854, -2.693, -2.654)
F (-2.486, 1.711, 2.233)
O (3.993, 3.387, -0.849)
H (-0.429, 4.673, -3.957)
H (-6.041, 0.295, 2.520)
O (-0.219, 1.858, 1.986)
C (-2.365, -1.611, -1.281)
H (4.441, -5.650, -0.918)
B (3.432, 3.930, -2.145)
C (-0.999, 2.803, -1.704)
H (-6.591, -1.074, 0.594)
H (-0.850, 3.069, -4.560)
H (-5.336, -2.276, 0.878)
H (-5.440, -1.443, -0.681)
H (-2.929, -1.198, -3.309)
C (0.129, 3.073, -2.651)
C (6.454, -3.966, -0.292)
H (0.101, -1.963, 1.656)
H (-2.783, -3.472, -2.263)
N (1.255, 2.870, -2.088)
H (4.716, 3.087, 2.611)
F (4.502, 3.962, -3.019)
H (-0.520, -0.585, -1.734)
H (-2.315, -3.680, -0.579)
C (2.774, -2.949, -2.144)
H (-2.960, 3.410, -1.086)
I (5.474, 0.724, -1.281)
C (4.230, -4.620, -1.181)
F (2.888, 5.186, -1.888)

Summary:
2S+1: 1
Molecular weight: 957.5 g mol⁻¹
Frontier orbital gap (alpha / beta): 6.84 / 6.50 eV
Net charge: 0
Relative energy (zero: lowest compared OMol25 entry of this formula, charge and spin): 22.8 kJ/mol

These are the Löwdin partial charges, in e, on atoms 1 to 6: atom 1 (O): -0.194, atom 2 (H): 0.106, atom 3 (H): 0.076, atom 4 (H): 0.094, atom 5 (C): -0.249, atom 6 (F): 0.182

***

Entry 5:
This record from OMol25 describes one molecule with the formula C5H6O3. The level of theory is ωB97M-V with the def2-TZVPD basis set.

Cartesian coordinates (Å):
H (0.590, -1.729, -1.004)
H (-2.538, -0.636, -0.176)
H (1.024, 2.102, -0.390)
H (-0.987, -0.825, 1.391)
O (-1.922, -1.319, -0.201)
C (-0.783, 0.818, 0.220)
C (0.663, 1.162, 0.265)
O (2.649, -0.104, -0.226)
C (1.404, -0.052, -0.086)
C (0.551, -1.308, 0.002)
H (1.087, -2.026, 0.502)
C (-0.836, -0.729, 0.339)
H (1.194, 1.455, 1.254)
O (-1.522, 1.712, -0.325)

Summary:
2S+1: 1
Molecular weight: 114.1 g mol⁻¹
Frontier orbital gap: 9.76 eV
Net charge: 0
Relative energy (zero: lowest compared OMol25 entry of this formula, charge and spin): 189.6 kJ/mol
SMILES: O=C1CC(=O)[C@@H](O)C1

These are the Löwdin partial charges, in e, on atoms 1 to 6: atom 1 (H): 0.146, atom 2 (H): 0.069, atom 3 (H): 0.195, atom 4 (H): 0.152, atom 5 (O): 0.057, atom 6 (C): -0.237

***

Entry 6:
This record from OMol25 describes a 3-piece molecular cluster, C25H55NO10 overall. The level of theory is ωB97M-V with the def2-TZVPD basis set.

Cartesian coordinates (Å):
H (3.449, -0.773, -4.318)
H (-9.110, 1.548, 4.522)
H (4.745, 0.500, -2.945)
C (-1.025, 0.219, -3.014)
H (-8.024, 2.587, 5.463)
C (0.737, 4.347, 3.194)
C (3.594, -3.932, -3.981)
C (-0.521, 4.301, 2.357)
C (1.228, 1.970, 3.489)
C (-8.586, 2.503, 4.527)
O (-7.731, 2.524, 3.407)
C (5.283, -0.862, -1.395)
C (4.445, -2.687, -4.242)
H (1.792, -4.350, -5.114)
H (3.347, 2.071, 3.763)
H (4.449, -2.522, -5.326)
C (4.103, 3.279, 1.801)
C (-5.144, 0.207, 0.273)
C (5.030, -0.556, -2.882)
H (-6.503, 3.775, 4.519)
H (-4.121, 0.577, 0.398)
H (-1.252, 1.727, 0.486)
C (-5.112, -0.230, 2.613)
O (0.931, 3.234, 4.048)
C (-1.564, 2.619, 1.021)
H (2.784, 0.748, 2.724)
H (4.022, 4.075, 1.061)
H (0.910, -2.026, -1.764)
N (-0.072, -3.337, -3.073)
O (-1.113, 0.523, -1.625)
H (7.588, -4.604, -0.869)
H (-6.348, 0.710, 4.119)
H (1.610, 4.533, 2.564)
O (6.603, -2.842, -1.161)
C (0.016, -0.848, -3.347)
H (-5.669, 0.869, -0.415)
H (-4.689, 3.757, 2.853)
O (-1.533, -5.044, -3.511)
H (-5.110, -0.797, -0.164)
H (3.966, -4.745, -4.613)
H (1.879, -2.686, -4.533)
C (0.002, -2.049, -2.373)
H (4.580, -0.309, -0.766)
H (-0.779, 1.137, -3.559)
H (5.486, -2.870, -3.952)
H (4.979, -2.437, 0.053)
H (-5.550, 2.567, 1.880)
H (5.823, -4.737, -0.782)
H (3.151, -1.637, -2.832)
H (-2.537, -3.453, -1.597)
H (-0.286, 0.301, -1.189)
H (-0.682, 5.302, 1.935)
C (-5.392, 2.922, 2.901)
C (-1.164, -4.166, -2.774)
H (5.967, -0.636, -3.443)
H (-5.449, -1.239, 2.886)
C (1.198, -4.094, -3.078)
C (2.093, -3.724, -4.270)
H (-9.326, 3.310, 4.484)
H (-0.204, -1.233, -4.347)
H (6.627, -4.536, -2.361)
O (-1.739, -3.992, -1.531)
H (4.587, -2.920, -1.595)
O (-4.728, 1.951, 3.690)
H (-1.376, 4.060, 2.999)
H (4.938, 2.626, 1.524)
C (-6.677, 3.466, 3.482)
H (-4.745, 0.195, 4.637)
H (-2.083, 2.316, 1.938)
H (1.730, -3.918, -2.136)
H (1.009, -0.390, -3.389)
C (5.288, -2.330, -0.997)
H (0.496, 1.679, 2.732)
H (-4.044, -0.285, 2.372)
H (-0.839, -1.939, -1.692)
C (6.653, -4.247, -1.302)
C (3.937, -1.392, -3.559)
O (2.879, 2.581, 1.807)
H (-2.256, 3.180, 0.384)
C (2.639, 1.809, 2.969)
H (3.728, -4.287, -2.952)
H (6.279, -0.483, -1.141)
H (-6.955, 4.356, 2.902)
H (0.951, -5.157, -3.115)
O (-5.852, 0.215, 1.492)
C (-5.299, 0.663, 3.819)
H (-2.015, -0.106, -3.343)
H (1.127, 1.272, 4.325)
H (4.313, 3.731, 2.775)
O (-0.402, 3.370, 1.301)
H (0.634, 5.194, 3.877)

Summary:
2S+1: 1
Molecular weight: 529.7 g mol⁻¹
Frontier orbital gap: 9.39 eV
Net charge: 0
SMILES: COCCCCCCCCN(CCCO)C(=O)O.COCCOCCOC.COCCOCCOC

These are the Löwdin partial charges, in e, on atoms 1 to 6: atom 1 (H): 0.104, atom 2 (H): 0.087, atom 3 (H): 0.105, atom 4 (C): -0.251, atom 5 (H): 0.086, atom 6 (C): -0.183

***

Entry 7:
This record from OMol25 describes a 2-piece molecular cluster, C30H24N2O2S overall. The level of theory is ωB97M-V with the def2-TZVPD basis set.

Cartesian coordinates (Å):
C (-4.587, 1.385, -2.808)
S (3.008, -2.201, 0.223)
H (-0.903, 5.774, 0.988)
H (-1.056, 3.448, 1.879)
O (4.334, -2.775, 0.185)
C (0.677, -3.220, 1.318)
C (-3.555, 1.542, -1.872)
H (-1.809, -1.548, 1.240)
C (-1.003, 2.513, -0.065)
C (-0.747, 5.139, -1.081)
H (5.730, 3.260, -1.695)
H (-4.868, 2.236, -3.432)
H (-1.141, -4.021, 2.140)
N (1.881, -0.184, 3.207)
H (0.029, -5.233, 3.988)
C (2.065, -3.132, 1.451)
H (4.398, -0.811, -1.441)
C (-2.149, 0.270, -0.050)
H (-3.059, 2.501, -1.742)
C (2.730, -3.817, 2.468)
N (-3.355, -1.647, -0.261)
C (3.803, 0.460, 0.240)
H (4.648, 3.767, 0.508)
H (-4.180, -3.118, 1.016)
C (-0.812, 2.746, -1.455)
C (-0.873, 4.926, 0.300)
C (-0.692, 4.043, -1.953)
H (-0.574, 4.197, -3.028)
H (5.586, 0.943, -2.643)
C (-2.341, -1.052, 0.429)
C (-3.155, 0.458, -1.105)
H (-6.042, 0.058, -3.688)
H (-0.800, 1.890, -2.136)
H (3.816, -3.746, 2.539)
C (4.589, 2.766, 0.081)
C (-0.057, -3.971, 2.238)
H (-5.426, -1.894, -2.188)
C (1.990, -4.565, 3.387)
H (-4.647, -3.219, -0.705)
C (3.900, 1.775, 0.775)
H (-0.772, 0.932, 1.420)
H (2.512, -5.081, 4.192)
C (-4.911, -0.936, -2.124)
H (3.421, 1.974, 1.737)
H (-3.018, -3.729, -0.173)
H (-0.683, 6.153, -1.475)
C (3.074, -0.543, 0.944)
C (0.601, -4.646, 3.271)
H (0.188, -2.689, 0.500)
C (-0.961, 3.634, 0.806)
C (-3.869, -0.761, -1.219)
C (2.442, -0.308, 2.174)
O (2.199, -2.152, -0.974)
C (5.117, 1.185, -1.687)
C (-1.252, 1.201, 0.474)
C (-5.251, 0.156, -2.944)
C (5.196, 2.480, -1.151)
C (-3.826, -3.000, -0.018)
C (4.438, 0.187, -1.003)

Summary:
2S+1: 1
Molecular weight: 476.6 g mol⁻¹
Frontier orbital gap: 2.68 eV
Net charge: 0

These are the Löwdin partial charges, in e, on atoms 1 to 6: atom 1 (C): -0.054, atom 2 (S): 0.700, atom 3 (H): 0.112, atom 4 (H): 0.126, atom 5 (O): -0.322, atom 6 (C): -0.081

***

Entry 8:
This record from OMol25 describes one molecule with the formula C5H8N2. The level of theory is ωB97M-V with the def2-TZVPD basis set.

Cartesian coordinates (Å):
H (2.530, -2.311, 0.905)
N (1.082, -0.920, 0.225)
C (-1.292, 0.083, 0.569)
C (-1.079, -1.188, 0.690)
H (2.752, -1.626, -0.739)
H (-1.725, 1.068, -1.780)
C (-1.458, 1.841, -1.051)
C (2.439, -1.414, 0.289)
H (-0.937, 2.020, 1.132)
H (-1.881, -1.870, 0.870)
H (-2.297, 2.535, -0.992)
H (-0.603, 2.376, -1.438)
C (-1.124, 1.338, 0.312)
H (3.059, -0.604, 0.684)
N (0.255, -1.703, 0.713)

Summary:
2S+1: 1
Molecular weight: 96.1 g mol⁻¹
Frontier orbital gap: 9.72 eV
Net charge: 0
Relative energy (zero: lowest compared OMol25 entry of this formula, charge and spin): 336.3 kJ/mol
SMILES: CC=C=C/N=N/C

These are the Löwdin partial charges, in e, on atoms 1 to 6: atom 1 (H): 0.068, atom 2 (N): -0.065, atom 3 (C): -0.060, atom 4 (C): -0.146, atom 5 (H): 0.076, atom 6 (H): 0.085